No. 1
{
  "formula": "C17H19BCoN6O3",
  "method": "ωB97M-V/def2-TZVPD",
  "spin_multiplicity": 4,
  "energy_ha": -2620.47599,
  "s2": 3.8292,
  "charge": 2,
  "lumo_ev": [-9.326, -10.086],
  "gap_ha": [0.221, 0.192],
  "species": ["C", "N", "N", "C", "C", "B", "N", "N", "C", "C", "C", "Co", "N", "N", "C", "C", "C", "H", "H", "H", "H", "H", "H", "H", "H", "H", "H", "H", "C", "H", "H", "H", "O", "C", "C", "C", "C", "C", "C", "C", "O", "O", "H", "H", "H", "H", "H"],
  "positions_angstrom": [[-0.20, -2.05, -2.05], [-0.56, -0.76, -1.76], [-1.25, -0.27, -2.87], [-1.14, -1.15, -3.88], [-0.50, -2.30, -3.39], [-1.77, 1.18, -2.70], [-2.58, 1.26, -1.37], [-2.01, 0.86, -0.18], [-2.95, 1.07, 0.78], [-4.06, 1.72, 0.22], [-3.75, 1.87, -1.14], [-0.09, 0.44, -0.43], [-0.54, 2.10, -2.49], [0.29, 1.93, -1.40], [1.24, 2.91, -1.47], [1.02, 3.67, -2.62], [-0.12, 3.14, -3.22], [2.02, 3.04, -0.74], [-0.68, 3.41, -4.11], [1.58, 4.50, -2.99], [-2.42, 1.51, -3.65], [-4.22, 2.40, -1.97], [-1.47, -0.92, -4.90], [-4.94, 2.10, 0.69], [-0.24, -3.17, -3.96], [-2.84, 0.74, 1.80], [0.24, -2.73, -1.31], [0.28, 1.65, 1.30], [0.11, 1.20, 2.31], [-0.64, 1.85, 2.78], [-0.26, 0.17, 2.30], [1.05, 1.23, 2.87], [1.65, -3.73, 1.00], [1.80, -3.04, 2.15], [1.58, -3.59, 3.43], [1.85, -2.83, 4.57], [2.34, -1.51, 4.45], [2.53, -0.96, 3.18], [2.21, -1.70, 2.06], [2.32, -1.18, 0.66], [3.32, -1.48, -0.01], [1.27, -0.57, 0.22], [2.22, -3.28, 0.32], [1.21, -4.61, 3.51], [1.68, -3.25, 5.57], [2.53, -0.92, 5.35], [2.92, 0.05, 3.04]]
}



No. 2
{
  "formula": "H18O9",
  "method": "ωB97M-V/def2-TZVPD",
  "energy_ha": -687.70981,
  "lumo_ev": -0.707,
  "gap_ha": 0.309,
  "species": ["O", "H", "H", "O", "H", "H", "O", "H", "H", "O", "H", "H", "O", "H", "H", "O", "H", "H", "O", "H", "H", "O", "H", "H", "O", "H", "H"],
  "positions_angstrom": [[-0.27, 0.44, -0.49], [-0.18, -0.28, 0.13], [0.62, 0.62, -0.79], [-2.28, 1.20, -0.97], [-1.35, 1.03, -0.84], [-2.33, 2.11, -1.26], [-2.01, -0.65, 0.61], [-1.94, 0.06, -0.03], [-2.89, -0.56, 0.97], [-1.39, -2.76, 0.44], [-1.27, -1.91, 0.02], [-2.22, -2.69, 0.91], [0.79, 0.40, 1.51], [0.49, 1.21, 1.10], [1.69, 0.58, 1.76], [1.89, 1.71, -0.95], [2.80, 1.71, -0.64], [1.43, 2.27, -0.33], [1.93, 0.33, -2.60], [1.70, 1.13, -2.12], [1.77, 0.55, -3.52], [-1.02, -0.96, 2.45], [-1.42, -0.72, 1.61], [-0.38, -0.27, 2.62], [1.99, -1.47, -0.25], [1.30, -1.12, 0.31], [2.55, -1.97, 0.35]]
}



No. 3
{
  "formula": "C5H12N",
  "method": "ωB97M-V/def2-TZVPD",
  "energy_ha": -252.16497,
  "charge": 1,
  "lumo_ev": -3.670,
  "gap_ha": 0.364,
  "species": ["C", "C", "C", "C", "C", "N", "H", "H", "H", "H", "H", "H", "H", "H", "H", "H", "H", "H"],
  "positions_angstrom": [[-1.12, 0.37, 0.96], [0.42, 0.55, 0.99], [0.88, 1.18, -0.34], [1.58, -0.71, -1.83], [0.65, 0.16, -1.48], [-1.53, -1.10, 0.84], [-1.60, 0.73, 1.92], [-1.61, 0.89, 0.16], [0.78, -0.48, 1.02], [0.68, 1.26, 1.81], [0.21, 2.02, -0.43], [1.93, 1.44, -0.37], [2.51, -0.77, -1.27], [1.20, -1.55, -2.43], [-0.28, 0.32, -2.03], [-0.64, -1.55, 0.58], [-2.22, -1.36, 0.13], [-1.84, -1.40, 1.76]]
}



No. 4
{
  "formula": "C3H9N3",
  "method": "ωB97M-V/def2-TZVPD",
  "energy_ha": -283.87425,
  "lumo_ev": 1.085,
  "gap_ha": 0.361,
  "species": ["C", "C", "C", "H", "H", "H", "H", "H", "H", "H", "H", "H", "N", "N", "N"],
  "positions_angstrom": [[-1.49, -0.37, 0.58], [-0.53, 0.81, 0.25], [2.72, -0.51, -0.02], [-2.67, 0.13, -0.98], [-1.64, -1.07, -1.26], [-0.80, -1.26, 0.78], [-2.12, -0.04, 1.59], [-0.34, 1.33, 1.23], [-1.01, 1.56, -0.38], [1.44, 1.25, -0.66], [3.34, 0.21, -0.67], [3.27, -1.37, 0.54], [-2.34, -0.68, -0.55], [0.75, 0.48, -0.50], [1.42, -0.48, 0.07]]
}



No. 5
{
  "formula": "C33H30Cl66O2P",
  "method": "ωB97M-V/def2-TZVPD",
  "energy_ha": -32139.40790,
  "charge": 1,
  "lumo_ev": -2.920,
  "gap_ha": 0.314,
  "species": ["C", "C", "C", "O", "O", "C", "C", "C", "C", "C", "C", "P", "C", "C", "Cl", "C", "C", "Cl", "C", "C", "C", "C", "H", "H", "H", "H", "H", "H", "H", "H", "H", "H", "H", "H", "H", "H", "H", "H", "H", "H", "H", "H", "H", "H", "H", "H", "H", "H", "H", "H", "H", "H", "C", "Cl", "Cl", "Cl", "Cl", "C", "Cl", "Cl", "Cl", "Cl", "C", "Cl", "Cl", "Cl", "Cl", "C", "Cl", "Cl", "Cl", "Cl", "C", "Cl", "Cl", "Cl", "Cl", "C", "Cl", "Cl", "Cl", "Cl", "C", "Cl", "Cl", "Cl", "Cl", "C", "Cl", "Cl", "Cl", "Cl", "C", "Cl", "Cl", "Cl", "Cl", "C", "Cl", "Cl", "Cl", "Cl", "C", "Cl", "Cl", "Cl", "Cl", "C", "Cl", "Cl", "Cl", "Cl", "C", "Cl", "Cl", "Cl", "Cl", "C", "Cl", "Cl", "Cl", "Cl", "C", "Cl", "Cl", "Cl", "Cl", "C", "Cl", "Cl", "Cl", "Cl"],
  "positions_angstrom": [[-4.08, 1.41, 2.47], [-5.30, 1.49, 3.06], [-6.25, 2.55, 2.67], [-7.38, 2.49, 3.05], [-5.83, 3.56, 1.85], [-5.86, 3.13, 0.47], [-5.89, 4.34, -0.44], [-6.37, 3.96, -1.87], [-5.19, 3.68, -2.83], [-4.87, 2.19, -2.75], [-3.90, 1.68, -3.84], [-3.50, -0.07, -3.49], [-1.87, -0.11, -2.72], [-4.63, -0.80, -2.27], [-3.99, -1.15, -0.70], [-5.92, -1.07, -2.56], [-6.60, -0.77, -3.85], [-6.94, -1.80, -1.40], [-3.42, -1.14, -4.96], [-3.18, -2.59, -4.46], [-2.42, -0.63, -6.01], [-2.23, -1.61, -7.17], [-3.65, 0.48, 2.13], [-3.57, 2.35, 2.25], [-5.57, 0.81, 3.86], [-6.71, 2.46, 0.33], [-4.96, 2.53, 0.29], [-6.57, 5.07, -0.01], [-4.88, 4.73, -0.50], [-7.04, 4.72, -2.27], [-6.96, 3.05, -1.75], [-4.35, 4.28, -2.51], [-5.47, 4.00, -3.84], [-5.80, 1.63, -2.79], [-4.43, 1.98, -1.77], [-2.98, 2.25, -3.72], [-4.30, 1.76, -4.85], [-1.75, 0.80, -2.13], [-1.77, -0.96, -2.06], [-1.08, -0.16, -3.47], [-7.45, -0.12, -3.62], [-7.03, -1.66, -4.30], [-5.98, -0.22, -4.56], [-4.40, -1.15, -5.45], [-2.53, -2.61, -3.58], [-2.83, -3.25, -5.24], [-4.14, -2.98, -4.11], [-1.44, -0.38, -5.60], [-2.86, 0.27, -6.45], [-3.18, -1.90, -7.62], [-1.70, -2.49, -6.82], [-1.59, -1.14, -7.92], [-1.11, -1.02, 4.76], [0.49, -0.25, 4.78], [-2.22, -0.07, 3.73], [-0.99, -2.66, 4.11], [-1.73, -1.06, 6.40], [-5.57, -2.39, 7.36], [-5.38, -1.25, 6.02], [-7.26, -2.43, 7.87], [-5.06, -3.99, 6.84], [-4.56, -1.87, 8.72], [2.39, -4.61, 5.04], [1.53, -5.39, 6.37], [4.13, -4.84, 5.25], [1.88, -5.32, 3.51], [2.02, -2.88, 5.04], [-4.54, 5.20, 5.63], [-4.87, 3.81, 4.58], [-4.67, 6.69, 4.69], [-5.72, 5.20, 6.94], [-2.91, 5.06, 6.30], [4.54, 0.15, 2.62], [4.55, -0.01, 0.86], [3.84, -1.29, 3.37], [6.18, 0.37, 3.22], [3.56, 1.55, 3.08], [5.81, -5.60, -3.96], [5.68, -4.17, -2.92], [4.42, -6.65, -3.69], [5.85, -5.10, -5.66], [7.30, -6.47, -3.60], [9.96, -0.08, 5.54], [11.48, 0.78, 5.82], [9.06, 0.76, 4.27], [10.32, -1.74, 5.07], [8.99, -0.07, 7.02], [1.68, 4.34, 0.20], [1.81, 5.41, 1.59], [0.24, 3.32, 0.37], [1.56, 5.33, -1.27], [3.11, 3.31, 0.10], [12.35, -3.57, 2.38], [13.19, -2.04, 2.72], [13.16, -4.43, 1.08], [12.34, -4.57, 3.83], [10.68, -3.20, 1.92], [-8.43, -2.11, 3.27], [-7.25, -0.81, 3.46], [-8.33, -2.75, 1.62], [-8.08, -3.41, 4.42], [-10.05, -1.48, 3.56], [-6.94, 2.76, 9.86], [-5.36, 3.54, 9.80], [-8.13, 3.76, 9.03], [-6.83, 1.18, 9.06], [-7.42, 2.53, 11.54], [0.55, 5.48, -6.60], [0.87, 3.91, -7.36], [1.56, 6.70, -7.36], [-1.15, 5.90, -6.82], [0.92, 5.39, -4.88], [6.71, -8.01, -8.66], [6.12, -7.81, -7.01], [7.98, -9.24, -8.69], [5.38, -8.50, -9.72], [7.37, -6.47, -9.22], [14.43, -2.14, -1.97], [15.49, -3.56, -1.98], [13.97, -1.77, -0.31], [15.29, -0.76, -2.67], [12.99, -2.49, -2.91], [11.44, -6.14, -3.89], [12.05, -5.73, -2.29], [12.79, -6.37, -5.00], [10.49, -7.63, -3.80], [10.42, -4.82, -4.48], [3.25, 9.15, 3.58], [2.25, 8.20, 4.69], [4.94, 9.03, 4.08], [3.07, 8.51, 1.94], [2.74, 10.84, 3.61]]
}



No. 6
{
  "formula": "C4H10N2O",
  "method": "ωB97M-V/def2-TZVPD",
  "energy_ha": -342.97503,
  "lumo_ev": 0.573,
  "gap_ha": 0.333,
  "species": ["C", "C", "C", "C", "N", "N", "O", "H", "H", "H", "H", "H", "H", "H", "H", "H", "H"],
  "positions_angstrom": [[-0.21, 0.91, 1.26], [-1.17, -1.13, -0.02], [1.30, -0.91, 0.53], [0.00, -0.23, 0.31], [-0.76, 1.44, -1.80], [0.32, 1.01, -1.44], [1.43, 0.87, -1.87], [-0.16, 0.67, 2.26], [0.64, 1.68, 1.19], [-1.13, 1.26, 1.16], [-1.99, -0.71, -0.70], [-1.47, -1.45, 0.89], [-0.82, -1.87, -0.66], [1.26, -1.95, 0.53], [1.83, -0.74, -0.41], [1.65, -0.66, 1.48], [-0.75, 1.80, -2.72]]
}



No. 7
{
  "formula": "C11H8ClNO4Zn",
  "method": "ωB97M-V/def2-TZVPD",
  "energy_ha": -3018.52816,
  "charge": 2,
  "lumo_ev": -8.186,
  "gap_ha": 0.302,
  "species": ["Zn", "C", "O", "C", "O", "C", "O", "C", "O", "C", "H", "H", "C", "H", "H", "Cl", "C", "C", "C", "C", "N", "C", "H", "H", "H", "H"],
  "positions_angstrom": [[0.36, -1.10, 0.29], [1.27, -0.08, 2.23], [1.57, 0.61, 3.08], [0.77, -2.93, 1.76], [0.92, -3.81, 2.47], [2.48, -1.31, -0.27], [3.58, -1.45, -0.54], [-1.60, -1.15, 1.25], [-2.63, -0.82, 1.66], [-0.33, -1.75, -1.58], [-1.31, -1.26, -1.68], [0.44, -1.44, -2.31], [-0.17, -2.89, -0.83], [0.71, -3.55, -0.95], [-1.03, -3.38, -0.33], [-1.99, 4.06, 1.51], [-1.11, 3.03, 0.44], [-0.69, 3.45, -0.82], [0.05, 2.58, -1.64], [0.32, 1.31, -1.12], [-0.11, 0.91, 0.07], [-0.80, 1.73, 0.89], [-0.94, 4.46, -1.13], [0.42, 2.83, -2.64], [0.89, 0.56, -1.69], [-1.10, 1.39, 1.87]]
}



No. 8
{
  "formula": "C16H34Br2O12P2",
  "method": "ωB97M-V/def2-TZVPD",
  "energy_ha": -7363.35639,
  "lumo_ev": -0.826,
  "gap_ha": 0.284,
  "species": ["C", "C", "Br", "C", "Br", "O", "C", "O", "O", "O", "H", "H", "H", "H", "O", "P", "O", "C", "C", "O", "C", "C", "O", "C", "C", "H", "H", "H", "H", "H", "H", "H", "H", "H", "H", "H", "H", "H", "H", "H", "O", "P", "O", "C", "C", "O", "C", "C", "O", "C", "C", "H", "H", "H", "H", "H", "H", "H", "H", "H", "H", "H", "H", "H", "H", "H"],
  "positions_angstrom": [[-3.30, 6.64, 0.61], [-1.66, 6.80, 0.11], [-1.21, 6.03, -1.63], [-0.79, 7.49, 0.88], [1.01, 7.74, 0.24], [-1.29, 7.95, 2.11], [-0.34, 8.63, 2.86], [-0.04, 8.19, 3.91], [0.25, 9.83, 2.47], [-0.55, 10.86, 2.96], [-3.90, 6.05, -0.10], [-3.73, 7.70, 0.59], [-3.40, 6.21, 1.62], [-0.83, 11.35, 2.17], [-0.18, 2.51, 1.16], [-0.84, 1.78, 2.30], [-1.73, 0.67, 1.44], [-1.18, -0.01, 0.32], [-0.62, -1.36, 0.71], [-2.02, 2.88, 2.63], [-1.87, 4.25, 2.26], [-2.55, 4.53, 0.94], [-1.33, 1.04, 3.73], [-0.85, -0.25, 4.08], [0.65, -0.30, 4.21], [-0.40, 0.58, -0.18], [-1.99, -0.14, -0.40], [0.21, -1.26, 1.41], [-0.26, -1.90, -0.17], [-1.39, -1.97, 1.19], [-0.81, 4.53, 2.23], [-2.33, 4.85, 3.05], [-2.22, 3.84, 0.16], [-2.33, 5.68, 0.58], [-3.63, 4.39, 1.04], [-1.22, -0.99, 3.36], [-1.31, -0.50, 5.04], [1.15, 0.01, 3.29], [0.98, -1.32, 4.46], [0.99, 0.37, 5.00], [1.12, -4.16, -1.83], [2.03, -4.91, -2.77], [1.64, -6.47, -2.32], [0.30, -6.85, -2.08], [-0.33, -7.49, -3.31], [3.43, -4.75, -1.92], [3.60, -3.67, -1.00], [3.29, -4.13, 0.41], [3.00, -5.51, -4.00], [2.43, -6.15, -5.13], [1.50, -5.24, -5.91], [-0.32, -6.02, -1.74], [0.32, -7.59, -1.27], [-0.38, -6.77, -4.13], [-1.34, -7.84, -3.09], [0.27, -8.34, -3.65], [3.00, -2.81, -1.28], [4.65, -3.36, -1.06], [2.31, -4.59, 0.48], [3.34, -3.29, 1.11], [4.01, -4.89, 0.73], [1.93, -7.07, -4.83], [3.26, -6.45, -5.77], [0.69, -4.86, -5.28], [1.07, -5.77, -6.76], [2.05, -4.37, -6.28]]
}